Entry 1:
{
  "formula": "C2HClF2O",
  "method": "wB97M-V/def2-TZVPD",
  "elements": ["C", "C", "O", "F", "F", "Cl", "H"],
  "positions_angstrom": [[-0.029, 0.906, 0.501], [1.023, -0.011, 0.060], [1.143, 1.370, 0.227], [1.097, -0.467, -1.241], [1.926, -0.599, 0.780], [-2.967, -0.949, 0.223], [-2.193, -0.251, -0.549]],
  "forces_ev_per_a": [[-1.2, -0.2, 0.6], [0.8, -0.1, -2.2], [0.4, 1.0, -0.9], [-0.2, 0.8, 1.6], [0.3, -1.3, 0.8], [0.3, 0.2, -0.4], [-0.4, -0.3, 0.4]],
  "lowdin_charge": [0.154, -0.596, 0.153, 0.104, 0.185, 0.263, -0.262],
  "energy_ev": -22091.267,
  "multiplicity": 1,
  "max_force_ev_per_a": 2.31,
  "charge": 0,
  "de_lowest_kj_mol": 305.0,
  "lumo_ev": -0.7,
  "gap_ev": 10.1
}

Entry 2:
{
  "formula": "C6H10O",
  "method": "wB97M-V/def2-TZVPD",
  "elements": ["C", "C", "C", "C", "C", "C", "O", "H", "H", "H", "H", "H", "H", "H", "H", "H", "H"],
  "positions_angstrom": [[-0.921, -0.880, -1.607], [-0.340, -0.417, -0.291], [-0.975, 0.830, 0.384], [0.434, 1.461, 0.553], [1.065, 0.176, -0.011], [1.101, -0.881, 1.111], [-0.117, -1.491, 0.646], [-1.932, -1.278, -1.446], [-1.006, -0.049, -2.317], [-0.313, -1.668, -2.061], [-1.643, 1.411, -0.260], [-1.506, 0.574, 1.306], [0.745, 1.673, 1.581], [0.592, 2.354, -0.054], [1.854, 0.232, -0.767], [0.996, -0.412, 2.105], [1.922, -1.590, 1.240]],
  "forces_ev_per_a": [[0.1, 0.0, 0.1], [-0.2, 0.1, -0.2], [-0.1, 0.0, 0.0], [0.1, 0.2, 0.0], [0.2, 0.0, 0.0], [0.2, 0.1, 0.3], [-0.1, -0.1, 0.1], [0.2, 0.0, 0.0], [0.1, -0.1, 0.2], [0.0, 0.1, 0.1], [0.1, -0.1, 0.1], [0.1, 0.1, -0.1], [-0.1, 0.1, -0.2], [-0.1, -0.1, 0.0], [-0.1, -0.1, 0.3], [-0.2, -0.1, -0.2], [0.0, -0.1, -0.6]],
  "lowdin_charge": [-0.003, -0.479, -0.082, -0.130, -0.172, -0.131, -0.063, 0.089, 0.086, 0.084, 0.108, 0.118, 0.101, 0.103, 0.140, 0.116, 0.114],
  "energy_ev": -8429.873,
  "multiplicity": 1,
  "max_force_ev_per_a": 0.59,
  "charge": 0,
  "de_lowest_kj_mol": 131.9,
  "lumo_ev": 1.1,
  "gap_ev": 10.5
}

Entry 3:
{
  "formula": "Cl3Hg5O28S4",
  "method": "wB97M-V/def2-TZVPD",
  "elements": ["Hg", "Hg", "Hg", "Hg", "Hg", "S", "O", "O", "O", "O", "S", "O", "O", "O", "O", "S", "O", "O", "O", "O", "S", "O", "O", "O", "O", "Cl", "O", "O", "O", "O", "Cl", "O", "O", "O", "O", "Cl", "O", "O", "O", "O"],
  "positions_angstrom": [[-1.411, -3.603, -2.417], [-0.504, 2.281, -1.803], [2.463, -0.343, -3.151], [3.050, -1.431, 1.535], [-0.067, 0.653, 1.710], [0.413, 3.972, 0.551], [-0.640, 4.855, 0.839], [1.600, 4.280, 1.273], [-0.085, 2.611, 0.750], [0.686, 4.001, -0.959], [3.286, 1.252, 2.642], [2.064, 0.631, 2.044], [4.238, 0.372, 1.970], [3.678, 2.561, 2.164], [3.272, 1.256, 4.102], [0.160, -1.050, -0.603], [0.923, -1.039, 0.646], [-0.460, 0.300, -0.619], [1.132, -0.968, -1.690], [-0.684, -2.205, -0.856], [3.224, 2.287, -2.261], [4.086, 2.055, -1.095], [3.574, 1.450, -3.460], [1.872, 1.762, -1.977], [3.291, 3.705, -2.521], [-4.117, 2.121, -0.358], [-4.148, 2.052, 1.097], [-2.732, 2.225, -0.765], [-4.862, 0.938, -0.865], [-5.129, 3.137, -0.651], [0.950, -5.084, 1.333], [1.542, -3.770, 1.055], [0.857, -4.968, 2.801], [-0.433, -5.226, 0.834], [1.684, -6.095, 0.726], [-4.570, -3.021, -0.393], [-5.667, -3.025, -1.348], [-4.196, -4.347, 0.054], [-3.410, -2.391, -1.042], [-4.931, -2.191, 0.709]],
  "forces_ev_per_a": [[-1.2, 0.3, 1.2], [1.2, 1.6, 1.3], [0.8, 2.1, 0.6], [0.4, 0.2, 0.2], [-0.1, 2.6, 0.7], [1.8, 2.6, -0.7], [-2.5, 2.0, 0.6], [0.9, -0.4, 0.2], [-1.3, -4.3, 0.7], [-0.6, -0.8, -1.0], [0.7, 6.7, 3.9], [-2.8, -0.4, 0.1], [3.5, -5.0, -1.8], [-0.9, -0.8, -0.3], [-0.6, -1.6, -1.2], [0.7, 1.6, -2.3], [-0.3, -2.1, 0.8], [-1.8, -1.3, 0.2], [1.2, -1.7, -1.6], [-0.2, 0.3, 1.1], [2.1, 4.6, 5.9], [-0.6, -1.8, -1.5], [1.2, -2.7, -3.5], [-2.9, -1.3, 0.0], [-0.7, -0.7, -2.0], [-6.8, -1.5, 3.0], [1.5, -0.3, -0.6], [0.3, 0.4, -1.3], [2.8, 0.0, -0.3], [2.6, 1.3, -1.2], [-3.8, 2.7, 3.5], [0.6, 1.1, -2.1], [0.5, -2.1, -1.4], [1.2, 1.0, -0.2], [2.1, -1.8, -0.2], [-3.1, -1.5, 0.2], [1.4, -0.5, 0.7], [-0.1, 1.1, -0.7], [2.0, 0.1, -1.0], [0.7, 0.2, 0.0]],
  "lowdin_charge": [1.203, 1.313, 1.345, 1.374, 1.378, 0.217, -0.251, -0.225, -0.508, -0.409, 0.252, -0.589, -0.394, -0.243, -0.312, 0.288, -0.491, -0.453, -0.491, -0.455, 0.230, -0.314, -0.464, -0.551, -0.268, 0.715, -0.328, -0.435, -0.330, -0.313, 0.664, -0.483, -0.358, -0.375, -0.309, 0.663, -0.316, -0.320, -0.413, -0.246],
  "energy_ev": -159074.024,
  "multiplicity": 1,
  "max_force_ev_per_a": 7.79,
  "charge": -1,
  "de_lowest_kj_mol": 562.0,
  "lumo_ev": -5.1,
  "gap_ev": 1.7
}

Entry 4:
{
  "formula": "C2H5IN3O",
  "method": "wB97M-V/def2-TZVPD",
  "elements": ["N", "N", "C", "O", "N", "C", "I", "H", "H", "H", "H", "H"],
  "positions_angstrom": [[0.419, -1.272, 0.039], [1.224, -0.170, 0.334], [0.851, 1.135, 0.198], [1.493, 2.089, 0.305], [-0.732, 1.110, 0.039], [-1.363, 0.114, -0.571], [-3.242, -0.246, 0.141], [0.520, -1.971, 0.736], [0.692, -1.662, -0.862], [2.266, -0.454, 0.343], [-1.319, 1.758, 0.582], [-0.810, -0.432, -1.283]],
  "forces_ev_per_a": [[0.1, 0.3, -0.6], [2.8, -1.5, -0.2], [-2.5, -2.4, -0.1], [0.6, 1.8, 0.0], [0.4, -0.5, -1.0], [0.5, 2.3, 2.1], [-0.2, -0.3, -0.6], [0.1, -0.6, 0.8], [0.0, -0.1, 0.2], [-2.1, 1.6, 0.2], [0.8, -0.3, 0.1], [-0.6, -0.2, -1.0]],
  "lowdin_charge": [0.016, 0.022, -0.432, 0.212, 0.050, -0.595, 1.084, 0.115, 0.127, 0.220, 0.129, 0.053],
  "energy_ev": -16764.399,
  "multiplicity": 1,
  "max_force_ev_per_a": 3.43,
  "charge": 1,
  "de_lowest_kj_mol": 40.8,
  "lumo_ev": -5.1,
  "gap_ev": 9.6
}

Entry 5:
{
  "formula": "C4H7NO",
  "method": "wB97M-V/def2-TZVPD",
  "elements": ["C", "N", "C", "C", "C", "O", "H", "H", "H", "H", "H", "H", "H"],
  "positions_angstrom": [[0.985, -0.675, 1.749], [-0.126, -0.674, 0.827], [0.322, -0.658, -0.349], [-0.168, 0.446, -1.202], [-1.578, 0.815, -1.207], [-0.660, 1.545, -0.430], [1.428, 0.334, 1.662], [1.785, -1.415, 1.594], [0.512, -0.752, 2.708], [1.213, -1.227, -0.658], [0.524, 0.753, -1.982], [-1.986, 1.346, -2.060], [-2.251, 0.162, -0.651]],
  "forces_ev_per_a": [[-0.1, -0.4, 1.0], [0.7, 0.7, -0.4], [-0.2, 0.1, -0.5], [-0.1, -0.2, -0.6], [-0.4, 0.0, -0.3], [0.0, 0.2, -0.2], [-0.1, -0.5, 0.3], [-0.2, -0.1, 0.0], [0.5, -0.2, 0.9], [0.3, 0.4, 0.1], [-0.3, -0.1, -0.2], [-0.1, 0.0, 0.0], [0.1, 0.2, 0.0]],
  "lowdin_charge": [-0.133, 0.005, -0.167, -0.268, -0.123, -0.038, 0.093, 0.082, 0.062, 0.119, 0.140, 0.109, 0.118],
  "energy_ev": -7795.723,
  "multiplicity": 1,
  "max_force_ev_per_a": 1.07,
  "charge": 0,
  "de_lowest_kj_mol": 378.3,
  "lumo_ev": 0.7,
  "gap_ev": 9.6
}

Entry 6:
{
  "formula": "C7H16OPS2",
  "method": "wB97M-V/def2-TZVPD",
  "elements": ["C", "C", "C", "C", "C", "C", "C", "O", "P", "S", "S", "H", "H", "H", "H", "H", "H", "H", "H", "H", "H", "H", "H", "H", "H", "H", "H"],
  "positions_angstrom": [[1.025, 0.258, -0.964], [0.896, 1.526, -0.063], [0.875, -1.125, -0.326], [0.717, 2.764, -0.947], [1.414, -1.232, 1.084], [1.483, -2.191, -1.230], [-2.735, -0.321, 1.988], [0.033, 1.434, 0.946], [-2.041, -0.067, 0.316], [-0.964, -1.674, -0.350], [-3.597, 0.330, -1.002], [0.279, 0.360, -1.757], [2.006, 0.303, -1.434], [1.871, 1.645, 0.462], [-0.239, 2.698, -1.466], [1.513, 2.837, -1.680], [0.709, 3.661, -0.334], [1.222, -2.221, 1.493], [0.979, -0.485, 1.740], [2.493, -1.084, 1.059], [1.138, -2.087, -2.256], [1.223, -3.187, -0.875], [2.568, -2.107, -1.221], [-3.383, -1.198, 1.974], [-3.292, 0.554, 2.311], [-1.907, -0.483, 2.672], [-4.288, 1.091, -0.139]],
  "forces_ev_per_a": [[-0.2, 0.3, 0.3], [1.0, 0.2, -1.7], [0.0, 0.2, 0.0], [-0.1, -0.3, 0.4], [-0.1, 0.0, 0.2], [-0.3, -0.1, -0.1], [0.3, 0.3, -0.3], [-3.5, -1.7, 0.5], [1.7, 0.8, 0.8], [-0.3, 0.4, 0.0], [0.8, -0.1, 0.1], [0.1, 0.0, -0.1], [0.1, 0.0, 0.0], [0.0, -0.1, 0.1], [-0.1, 0.0, -0.1], [0.1, 0.0, -0.2], [0.0, 0.1, 0.0], [0.1, -0.1, 0.0], [0.0, 0.0, 0.0], [0.1, 0.0, 0.0], [0.0, 0.0, -0.1], [0.0, -0.1, 0.0], [0.1, 0.1, 0.1], [0.0, 0.0, -0.2], [-0.1, 0.1, 0.0], [0.1, 0.0, 0.0], [0.0, 0.0, 0.2]],
  "lowdin_charge": [-0.155, -0.550, -0.745, -0.029, -0.084, -0.113, -0.266, -0.077, 0.446, 0.724, 0.558, 0.115, 0.137, 0.185, 0.082, 0.088, 0.088, 0.090, 0.072, 0.106, 0.092, 0.085, 0.105, 0.066, 0.058, 0.059, -0.136],
  "energy_ev": -40516.437,
  "multiplicity": 1,
  "max_force_ev_per_a": 3.86,
  "charge": 1,
  "de_lowest_kj_mol": 196.6,
  "lumo_ev": [-6.8, -6.8],
  "gap_ev": [6.3, 6.3]
}